Molecular formula: C2H2ClFO2
Method: DFT, ωB97M-V/def2-TZVPD

Geometry (Å):
C -0.300 0.260 -0.837
C 0.966 -0.084 -0.262
O -1.072 -0.504 -1.354
O -0.636 -0.588 1.678
F 1.801 0.709 0.336
Cl -0.542 2.070 -0.633
H 1.233 -1.237 -0.122
H -1.450 -0.626 1.194

Its energy above the lowest of the compared OMol25 structures with the same formula, charge and spin is 490.4 kJ/mol. As for the LUMO energy (spin up / spin down): -0.1232 / -0.1232 hartree. For the orbital gap (spin up / spin down), the calculation gives 6.938 / 6.937 eV. The total energy is -787.768560 a.u.

Let us look at the Löwdin charges, expressed in e, one per atom:
1 C -0.783
2 C -0.056
3 O 0.078
4 O -0.158
5 F 0.121
6 Cl 0.645
7 H 0.200
8 H -0.048

=====

Molecular formula: C31H39Cl2N6O2SSiTa
Method: DFT, ωB97M-V/def2-TZVPD

Geometry (Å):
Ta 0.079 -0.231 -0.435
Cl 0.146 1.696 1.711
C 1.923 1.746 1.739
Cl 2.506 1.066 0.209
H 2.273 1.122 2.553
H 2.245 2.778 1.815
C -2.579 2.840 0.322
C -2.991 1.407 0.214
C -4.321 1.060 0.320
C -4.715 -0.266 0.171
C -3.791 -1.236 -0.145
C -2.472 -0.832 -0.298
N -2.073 0.440 -0.052
N -1.386 -1.604 -0.708
Si -1.681 -3.174 -1.573
C -0.110 -3.704 -2.396
C -2.168 -4.425 -0.300
C -2.965 -2.818 -2.874
H -3.461 3.468 0.409
H -2.011 3.140 -0.556
H -1.959 3.027 1.195
H -5.050 1.832 0.521
H -5.758 -0.534 0.284
H -4.076 -2.267 -0.287
H 0.585 -4.191 -1.708
H 0.413 -2.883 -2.891
H -0.362 -4.437 -3.166
H -1.519 -4.340 0.574
H -2.047 -5.430 -0.713
H -3.202 -4.339 0.037
H -2.916 -1.770 -3.182
H -3.989 -3.022 -2.559
H -2.769 -3.433 -3.754
O 0.119 0.542 -2.075
C 0.210 1.037 -3.357
C 0.087 0.135 -4.396
C 0.200 0.584 -5.700
C 0.440 1.932 -5.938
C 0.557 2.814 -4.877
C 0.439 2.392 -3.552
C 0.548 3.332 -2.424
N 0.406 3.053 -1.144
C 0.593 4.241 -0.477
C 0.849 5.244 -1.360
N 0.814 4.655 -2.594
H -0.098 -0.908 -4.171
H 0.104 -0.112 -6.522
H 0.533 2.298 -6.950
H 0.738 3.857 -5.099
H 0.510 4.321 0.595
H 1.045 6.293 -1.222
H 0.967 5.131 -3.467
C 0.045 -3.995 4.283
C 1.333 -3.230 4.016
N 1.876 -3.488 2.668
C 2.705 -4.713 2.522
C 1.955 -5.861 1.865
C 1.608 -2.734 1.625
S 0.508 -1.399 1.849
N 2.244 -3.128 0.480
C 2.227 -2.518 -0.647
O 1.492 -1.429 -0.893
C 3.024 -2.982 -1.784
C 3.138 -2.193 -2.930
C 3.904 -2.632 -3.995
C 4.546 -3.862 -3.923
C 4.430 -4.651 -2.784
C 3.677 -4.212 -1.711
H -0.339 -3.722 5.266
H 0.209 -5.072 4.277
H -0.715 -3.750 3.540
H 2.112 -3.522 4.717
H 1.172 -2.162 4.125
H 3.006 -4.987 3.531
H 3.599 -4.455 1.960
H 1.057 -6.123 2.423
H 2.600 -6.739 1.838
H 1.669 -5.612 0.844
H 2.631 -1.238 -2.984
H 4.003 -2.018 -4.881
H 5.140 -4.208 -4.758
H 4.933 -5.608 -2.735
H 3.588 -4.812 -0.816

Its net charge is +2. Its energy above the lowest of the compared OMol25 structures with the same formula, charge and spin is 198.6 kJ/mol. As for the LUMO energy: -0.2360 hartree. For the orbital gap, the calculation gives 6.814 eV. The total energy is -3348.518943 a.u.

These are the Löwdin partial charges, in e, on atoms 1 to 8:
1 Ta 1.597
2 Cl 0.611
3 C -0.842
4 Cl 0.654
5 H 0.042
6 H 0.051
7 C -0.034
8 C -0.283

=====

Molecular formula: C10H30AgO6
Method: DFT, ωB97M-V/def2-TZVPD

Geometry (Å):
Ag 34.613 12.127 -0.567
C 31.087 11.763 0.325
C 31.781 12.959 0.994
C 32.074 12.651 2.460
O 32.884 13.388 0.270
H 31.769 10.907 0.271
H 30.789 11.962 -0.703
H 30.250 11.418 0.937
H 31.102 13.815 0.891
H 31.174 12.346 2.985
H 32.522 13.546 2.902
H 32.882 11.917 2.528
C 36.603 8.629 -2.249
C 36.565 10.135 -2.535
C 35.643 10.387 -3.748
O 36.280 10.887 -1.423
H 37.536 8.330 -1.765
H 36.597 8.048 -3.180
H 35.743 8.325 -1.652
H 37.572 10.430 -2.885
H 36.073 9.885 -4.623
H 35.530 11.457 -3.928
H 34.643 9.939 -3.691
C 35.204 15.355 -1.607
O 35.368 13.962 -1.887
H 34.459 15.795 -2.275
H 34.819 15.449 -0.597
H 36.161 15.862 -1.738
H 35.828 13.847 -2.724
C 35.734 13.351 2.322
O 35.978 13.321 0.915
H 36.424 12.715 2.883
H 35.785 14.383 2.680
H 34.724 12.976 2.483
H 36.859 13.677 0.762
C 33.935 9.013 0.501
O 34.377 10.303 0.899
H 32.986 8.756 0.985
H 33.717 9.063 -0.564
H 34.667 8.230 0.690
H 34.456 10.284 1.858
C 32.796 12.183 -3.263
O 32.973 11.402 -2.074
H 33.492 13.017 -3.224
H 32.969 11.621 -4.185
H 31.777 12.585 -3.327
H 32.354 10.674 -2.214

Its expectation value of S² is 0.758. Its energy above the lowest of the compared OMol25 structures with the same formula, charge and spin is 82.5 kJ/mol. Its multiplicity is 2. As for the LUMO energy (spin up / spin down): 0.0246 / -0.0484 hartree. For the orbital gap (spin up / spin down), the calculation gives 8.107 / 5.367 eV. The total energy is -997.206147 a.u.

These are the Löwdin partial charges, in e, on atoms 1 to 8:
1 Ag 0.978
2 C -0.069
3 C -0.572
4 C -0.068
5 O -0.232
6 H 0.049
7 H 0.065
8 H 0.074

=====

Molecular formula: C3H3NO
Method: DFT, ωB97M-V/def2-TZVPD

Geometry (Å):
O 0.165 2.124 0.878
C -0.131 -1.303 0.387
C 0.186 -0.576 -0.780
N 0.032 0.695 -0.958
C -0.342 1.211 0.291
H 0.728 -1.539 1.034
H 0.537 -1.211 -1.608
H -1.176 0.599 0.755

Its energy above the lowest of the compared OMol25 structures with the same formula, charge and spin is 415.3 kJ/mol. As for the LUMO energy: -0.0741 hartree. For the orbital gap, the calculation gives 7.813 eV. The total energy is -245.933349 a.u.

Let us look at the Löwdin charges, expressed in e, one per atom:
1 O 0.081
2 C 0.222
3 C -0.298
4 N 0.080
5 C -0.398
6 H 0.048
7 H 0.131
8 H 0.135